16
Properties=species:S:1:pos:R:3:forces:R:3 method="wB97M-V/def2-TZVPD" relative_energy_kcal_mol=20.24 gap_ev=9.07 smiles="[H]/P=C(/C)CCP" total_charge=0 multiplicity=1 e_tot_ha=-841.002270 e_homo_ev=-8.742
H 1.345 2.309 -0.083 -0.59 0.33 0.56
P 2.330 1.327 -0.114 1.08 -1.38 -0.50
C 1.396 -0.047 0.214 -0.30 2.03 -0.59
C 1.783 -1.522 -0.128 -1.27 3.13 1.24
C -0.043 0.259 0.667 0.54 -0.70 -2.58
C -1.019 0.488 -0.532 -0.02 1.73 0.87
P -2.829 0.837 -0.029 0.82 1.17 -0.69
H 0.746 -1.852 -0.335 1.08 -1.01 -0.35
H 2.503 -1.422 -0.939 -0.24 -0.86 0.03
H 2.196 -1.878 0.817 -0.02 -0.79 -0.37
H -0.139 1.047 1.370 0.24 1.15 0.26
H -0.312 -0.563 1.209 -1.23 -2.51 1.44
H -0.556 1.312 -1.089 -0.54 0.55 0.38
H -1.170 -0.163 -1.350 0.62 -1.90 -0.29
H -2.870 0.068 1.104 0.15 -0.58 0.95
H -3.360 -0.201 -0.783 -0.33 -0.36 -0.35

=====

16
Properties=species:S:1:pos:R:3:forces:R:3 method="wB97M-V/def2-TZVPD" relative_energy_kcal_mol=33.27 gap_ev=10.28 smiles=P[C@H]1C[C@@H](P)C1 total_charge=0 multiplicity=1 e_tot_ha=-840.981512 e_homo_ev=-9.248
P -2.758 -0.288 -0.565 -0.41 -1.08 3.03
C -1.196 -0.290 0.479 2.82 -1.96 0.00
C 0.159 -1.466 0.036 -2.51 0.49 3.65
C 1.086 -0.324 0.463 0.78 -0.35 -0.64
P 2.742 -0.150 -0.566 -2.67 -1.99 -0.65
C -0.005 0.716 0.296 -0.46 -1.54 -1.49
H -2.407 0.544 -1.507 1.43 1.47 -2.57
H -3.236 0.911 0.037 -0.47 -0.32 0.37
H -1.392 -0.435 1.617 0.08 0.06 -2.11
H 0.193 -2.341 0.729 -0.10 0.67 -0.34
H 0.107 -1.916 -0.912 0.09 0.31 -1.67
H 1.271 -0.406 1.536 0.49 -0.32 -0.12
H 3.104 0.962 0.070 0.55 2.13 0.55
H 1.972 0.389 -1.714 0.94 -0.03 0.94
H 0.115 1.041 -0.729 -0.66 0.46 -0.32
H -0.004 1.510 0.951 0.09 2.02 1.36

=====

16
Properties=species:S:1:pos:R:3:forces:R:3 method="wB97M-V/def2-TZVPD" relative_energy_kcal_mol=35.56 gap_ev=10.00 smiles=SCCCCS total_charge=0 multiplicity=1 e_tot_ha=-954.726905 e_homo_ev=-9.091
S 2.357 -1.418 0.048 0.70 -0.48 -0.50
C 1.906 0.326 -0.356 0.83 -1.27 0.98
C 0.711 0.695 0.414 -1.48 3.20 1.15
C -0.454 -0.142 -0.151 1.41 1.28 -1.44
C -1.826 0.318 0.074 -2.03 0.76 -1.47
S -3.064 -1.069 0.098 0.46 0.68 3.02
H 2.581 -1.505 1.392 -0.22 0.82 -0.54
H 2.713 1.033 -0.330 0.61 0.07 0.34
H 1.539 0.279 -1.361 0.43 -0.25 -0.82
H 0.684 1.880 0.340 -0.75 -2.15 -0.14
H 0.715 0.527 1.530 0.49 0.05 -1.09
H -0.212 -0.502 -1.186 -0.63 0.87 0.44
H -0.303 -1.014 0.344 0.02 -2.83 1.68
H -2.188 1.011 -0.730 0.40 -0.41 0.75
H -1.921 0.866 1.008 -0.18 -0.21 0.20
H -3.237 -1.283 -1.134 -0.06 -0.13 -2.54